# 1
Here is C23H43F6N3O6PS4Ti as an isolated structure from the Open Molecules 2025 dataset. Energies are from ωB97M-V with the def2-TZVPD basis set.

```
87
C23H43F6N3O6PS4Ti | the Open Molecules 2025 dataset | ωB97M-V with the def2-TZVPD basis set
S -2.100 -1.719 -1.937
F 2.545 -2.369 -2.422
C 4.567 0.659 1.754
C 3.119 2.560 1.086
C 2.173 5.331 -2.154
C 1.074 -1.785 1.158
H 3.178 5.576 -1.805
H 1.030 1.323 2.365
H -1.151 -0.687 5.057
O -1.208 2.174 -3.444
H 2.149 -3.019 3.230
C 2.280 0.193 0.958
H -0.256 -4.007 -0.211
N -3.540 -1.095 -1.520
N -4.082 1.982 -0.819
H 0.064 -5.184 1.070
H -3.664 0.422 0.348
H 2.915 2.677 2.154
P 0.086 2.106 -2.530
H 1.528 -4.668 2.992
H -2.859 4.990 -4.251
H 2.334 -3.771 -0.426
C 2.339 -3.926 0.649
H 0.240 -1.703 4.647
O -5.993 -1.039 -1.673
C 1.255 0.385 1.881
C -0.743 -0.766 2.924
S -4.855 -1.919 -1.665
H -2.225 3.743 -5.336
H 1.976 5.892 -3.069
H -1.383 -2.858 3.060
O -1.344 -0.520 -2.493
H -2.669 -1.675 3.245
C 4.048 1.000 -0.649
H -1.995 -1.995 1.642
C -0.109 -4.123 0.857
F 0.848 -2.204 -3.749
C -1.521 0.545 2.703
H 3.299 1.239 -1.401
H 4.198 0.724 2.779
C -4.992 -2.759 -0.022
H 2.345 -5.005 0.831
H -2.027 3.691 -2.276
H 2.759 3.499 -3.154
H 2.222 2.875 0.554
H 3.951 3.226 0.832
F -6.153 -3.435 0.071
O 0.726 3.567 -2.856
H -1.032 -3.828 1.346
H -4.072 1.276 -1.557
F 0.795 -3.610 -2.132
H 1.458 5.646 -1.393
O -4.829 -3.020 -2.591
C -0.285 -0.782 4.393
C 1.312 -3.604 2.842
H 2.253 3.292 -1.481
H 5.460 1.288 1.659
C 1.149 -2.309 -2.408
S 1.273 0.657 -3.143
C -1.748 -1.897 2.698
H 3.264 -3.510 1.056
H -1.790 0.679 1.656
H 0.429 -3.360 3.428
H 4.404 -0.012 -0.852
H 2.885 -1.617 -0.143
S -0.311 1.919 -0.594
C 3.474 1.105 0.764
C 0.475 -0.784 1.991
F -4.960 -1.887 0.990
C 2.050 3.843 -2.397
C -2.176 3.223 -3.252
H 0.391 0.053 4.587
F -4.000 -3.633 0.151
H -5.145 1.022 0.558
O -1.333 -1.820 -0.579
H -2.448 0.536 3.284
C 1.106 -3.320 1.342
C 2.140 -1.121 0.458
N -4.175 1.293 0.447
Ti 0.287 -0.653 -1.120
H -0.948 1.420 3.012
H -3.143 2.369 -0.813
H 4.851 -0.379 1.563
C -2.080 4.234 -4.374
H -1.107 4.722 -4.370
H -3.149 2.734 -3.243
H 4.895 1.686 -0.768
```

Summary:
highest occupied orbital energy (spin up / spin down)	-2.005 / -2.120	eV
LUMO (spin up / spin down)	4.28 / 4.28	eV
DFT total energy	-133360.414	eV
net charge	-2
spin multiplicity	2
molar mass	778.71	g mol⁻¹

---

# 2
Here is a 7-piece molecular cluster, ClH12O6 overall from the Open Molecules 2025 dataset. Energies are from ωB97M-V with the def2-TZVPD basis set.

```
19
ClH12O6 | the Open Molecules 2025 dataset | ωB97M-V with the def2-TZVPD basis set
H -0.296 -1.695 -1.451
H -0.555 1.759 2.804
H 1.783 -0.417 -3.671
H -1.945 -0.856 2.192
O 0.384 1.734 2.616
O -2.403 -0.385 1.496
H 0.539 -1.385 1.472
Cl 0.738 -0.002 -0.180
H -0.494 -3.160 -1.123
H 1.036 3.405 -1.381
H 0.454 2.040 -1.083
O 0.215 2.914 -1.392
H 0.438 1.460 1.701
O 1.211 0.346 -3.586
H -1.711 0.080 1.025
O 0.495 -2.034 2.175
O -0.725 -2.490 -1.768
H -0.080 -1.639 2.830
H 0.917 0.326 -2.675
```

Summary:
highest occupied orbital energy	-6.470	eV
LUMO	3.46	eV
DFT total energy	-25006.068	eV
net charge	-1
molar mass	143.54	g mol⁻¹

---

# 3
Here is a 12-piece molecular cluster, C5H31NO12 overall from the Open Molecules 2025 dataset. Energies are from ωB97M-V with the def2-TZVPD basis set.

```
49
C5H31NO12 | the Open Molecules 2025 dataset | ωB97M-V with the def2-TZVPD basis set
H -0.164 1.963 0.188
H 0.248 -1.073 -2.979
H -1.857 -2.589 -2.375
H 0.263 -3.638 -0.400
C -1.016 -1.804 2.953
H 0.957 2.639 -3.479
H 0.572 -1.829 -1.768
H 0.867 -1.715 2.034
O 2.155 -0.724 3.984
O 2.867 0.315 1.601
H -2.820 0.065 -0.446
H -2.066 -3.004 -3.957
H 1.616 1.827 -2.485
O 1.052 -3.259 -0.810
O -1.063 0.123 -4.352
H 2.608 4.379 0.003
H -2.693 -0.473 2.581
H -1.300 -2.045 3.985
H 0.574 -1.591 4.955
C -0.973 0.697 3.141
H 2.340 0.655 -1.097
O 3.000 0.000 -1.295
H -0.013 1.208 -1.065
O -1.698 -2.412 -3.301
H -1.855 -0.449 -1.622
H 2.697 -0.681 -1.894
H 0.793 1.201 2.078
H 2.175 3.466 -1.242
H -1.524 0.910 4.060
O 1.009 2.584 -2.513
H -1.511 -2.582 2.358
N 0.433 -1.804 2.942
H -2.166 3.160 -0.779
C 0.053 1.464 2.825
H -1.381 -0.439 1.369
H 2.690 -0.019 2.489
H -1.510 -0.618 -3.914
H -2.464 1.814 -1.275
H -1.388 0.946 -3.992
C -1.615 -0.447 2.435
O -0.681 1.373 -0.378
O -2.679 -0.570 -1.150
H 1.048 -3.720 -1.662
H 2.887 -0.325 0.884
O 2.275 4.359 -0.893
H 0.266 2.376 3.373
O -2.924 2.595 -0.961
C 1.111 -1.332 4.036
O 0.807 -0.977 -2.189
```

Summary:
highest occupied orbital energy	-9.574	eV
LUMO	-0.55	eV
DFT total energy	-31747.232	eV
SMILES string	C=CCCNC=O.O.O.O.O.O.O.O.O.O.O.O
molar mass	297.30	g mol⁻¹

---

# 4
Here is a 2-piece molecular cluster, C5H9N3O overall from the Open Molecules 2025 dataset. Energies are from ωB97M-V with the def2-TZVPD basis set.

```
18
C5H9N3O | the Open Molecules 2025 dataset | ωB97M-V with the def2-TZVPD basis set
N -0.540 1.096 -1.576
C -1.380 1.218 -0.631
H -3.593 1.294 -0.623
H 0.062 1.486 0.747
H -2.860 0.109 -1.881
H 3.476 -0.833 1.686
O 0.592 -2.378 -1.150
H -0.810 2.982 0.601
H 3.122 -2.620 1.981
N 0.228 0.914 -2.426
C 1.166 -1.946 -0.230
C -2.753 0.582 -0.921
C -0.977 1.934 0.660
H 3.853 -2.034 0.387
C 3.088 -1.798 1.182
N 1.822 -1.487 0.690
H -2.870 -0.157 -0.096
H -1.625 1.638 1.599
```

Summary:
highest occupied orbital energy	-7.667	eV
LUMO	0.75	eV
DFT total energy	-11845.803	eV
molar mass	127.15	g mol⁻¹

---

# 5
Here is C44H54AsBrN5PSi3Tl as an isolated structure from the Open Molecules 2025 dataset. Energies are from ωB97M-V with the def2-TZVPD basis set.

```
110
C44H54AsBrN5PSi3Tl | the Open Molecules 2025 dataset | ωB97M-V with the def2-TZVPD basis set
P 1.412 1.862 -0.589
H 3.101 0.994 5.144
C 0.010 4.147 5.081
C 4.816 4.034 0.280
H 3.381 -1.858 -4.987
H -2.956 5.476 -1.363
C -1.305 4.883 -0.122
H -5.681 -3.186 -2.678
H -1.047 -4.546 1.297
H 7.104 -1.091 1.423
C -1.905 3.787 -2.173
N 3.377 -0.294 0.764
H -2.884 -0.420 -4.001
C -3.335 0.009 -3.101
C -2.150 3.560 4.056
H -2.640 4.314 4.663
H -6.130 -1.131 -0.541
C -1.741 -4.034 1.969
H -4.557 -2.809 -3.993
H -5.261 -4.213 0.021
C 1.998 3.033 4.273
N -0.872 1.665 2.488
H -4.061 0.764 -3.414
As -2.284 -2.341 -0.935
H -3.810 -5.983 -1.721
H 2.290 -3.645 -3.599
C -3.471 -5.446 -2.610
H -2.541 0.512 -2.543
Br 2.370 -3.750 0.749
C 1.406 -2.200 -2.288
H 3.076 3.014 4.251
C 4.136 -0.860 -0.144
H -1.492 5.640 0.630
C -0.763 3.352 4.212
C 3.916 0.019 1.986
C 6.062 -0.862 1.227
H 5.529 5.872 -0.572
C -4.533 -4.561 0.760
C 4.752 5.116 -0.582
H -1.184 -6.104 -0.689
H -2.175 -3.615 -4.619
C 5.041 0.369 4.539
H -5.942 -1.753 -3.680
H -2.657 1.365 1.561
C 3.113 0.660 3.033
C -1.370 -3.681 -3.881
H -0.469 4.890 5.708
Si -2.009 -4.311 -2.208
C -5.336 -0.460 -0.877
H -2.073 -4.752 2.723
C 2.168 -2.596 -3.369
H -0.939 -2.684 -3.764
H -4.324 -4.902 -3.015
H -1.166 -3.254 2.474
C 1.869 0.022 -2.614
H 6.058 -1.601 -0.777
H 1.986 4.663 5.659
H -4.107 -5.497 0.391
H -5.071 -4.780 1.687
H 5.655 3.927 0.958
H -4.010 -2.275 3.169
C 2.725 3.185 -0.591
H 2.294 1.973 -2.773
C 5.287 -0.288 2.258
C -0.719 -5.435 -1.418
N 1.854 1.099 2.766
H -0.592 -4.329 -4.292
C -2.150 1.912 2.348
H -3.164 -6.187 -3.354
H 0.416 4.098 0.892
H -5.800 0.386 -1.388
C 2.623 -0.282 -3.760
H 3.845 2.254 0.976
C -2.136 4.779 -1.234
H 0.908 -2.936 -1.667
H -2.556 3.694 -3.034
H -0.240 -6.057 -2.179
N 1.732 1.340 -2.224
C -5.176 -2.372 -3.205
H -3.286 -1.046 2.136
C 3.681 5.232 -1.461
C 5.851 -0.064 3.529
C 2.777 -1.602 -4.124
C 1.371 4.005 5.054
C -0.238 4.016 0.028
H -4.920 -1.624 1.799
Tl 0.821 -1.112 0.878
C 3.711 0.711 4.301
C 0.016 3.025 -0.925
C -0.149 2.351 3.397
H 6.901 -0.276 3.691
H 0.073 -4.888 -0.895
C -0.839 2.908 -2.012
C -3.925 -1.926 2.137
C 1.290 2.100 3.491
H 3.652 -1.121 -1.079
H 3.089 0.514 -4.329
C 5.495 -1.146 0.026
H 5.441 0.463 5.543
Si -3.183 -3.264 1.041
C 3.803 3.082 0.284
H -3.906 3.013 2.959
C 2.682 4.271 -1.470
C -2.848 2.850 3.123
H -4.826 -0.079 0.012
H 1.853 4.380 -2.160
N 1.249 -0.929 -1.912
Si -4.116 -1.338 -2.026
H 3.624 6.078 -2.135
H -0.668 2.127 -2.745
```

Summary:
highest occupied orbital energy	-3.490	eV
LUMO	2.38	eV
DFT total energy	-222459.396	eV
net charge	-1
molar mass	1127.39	g mol⁻¹

---

# 6
Here is a 2-piece molecular cluster, C4H11N2O overall from the Open Molecules 2025 dataset. Energies are from ωB97M-V with the def2-TZVPD basis set.

```
18
C4H11N2O | the Open Molecules 2025 dataset | ωB97M-V with the def2-TZVPD basis set
H -2.229 -1.037 1.864
H -0.973 0.598 -3.323
H -0.280 -0.605 -2.421
N 1.623 2.191 -0.103
H -1.148 -1.197 -0.336
H 1.342 0.074 -0.349
H 0.218 -2.211 0.415
O -0.680 -1.991 2.850
C 0.290 1.254 -1.846
H 1.554 3.051 -0.650
H 2.592 2.140 0.234
N -0.558 0.372 -2.432
H 1.031 2.295 0.724
C -0.701 -1.655 0.531
C -1.266 -1.513 1.724
C 1.187 0.998 -0.878
H 0.111 2.274 -2.174
H -1.326 -1.993 3.566
```

Summary:
highest occupied orbital energy	-11.967	eV
LUMO	-3.53	eV
DFT total energy	-9345.961	eV
net charge	+1
molar mass	103.14	g mol⁻¹

---

# 7
Here is a 2-piece molecular cluster, CH2N2P2 overall from the Open Molecules 2025 dataset. Energies are from ωB97M-V with the def2-TZVPD basis set.

```
7
CH2N2P2 | the Open Molecules 2025 dataset | ωB97M-V with the def2-TZVPD basis set
H -0.465 -1.997 -1.232
H 0.148 0.357 -1.086
C -0.609 -1.650 -0.289
N 0.608 1.411 0.666
P 0.731 1.673 -0.914
N -0.905 -1.200 0.712
P 0.492 1.404 2.145
```

Summary:
highest occupied orbital energy	-7.162	eV
LUMO	-0.46	eV
DFT total energy	-22624.134	eV
molar mass	103.99	g mol⁻¹

---

# 8
Here is a 4-piece molecular cluster, C15H15Cl2F3O12 overall from the Open Molecules 2025 dataset. Energies are from ωB97M-V with the def2-TZVPD basis set.

```
47
C15H15Cl2F3O12 | the Open Molecules 2025 dataset | ωB97M-V with the def2-TZVPD basis set
C -0.016 0.822 6.399
C 5.252 0.646 -0.028
O 2.994 2.327 5.890
C 5.946 0.836 1.290
H 5.258 1.107 2.091
H -3.478 -1.032 -6.373
C 3.134 -0.038 1.029
O 1.398 0.771 6.204
H -2.404 -1.924 0.501
C -5.795 -0.413 -7.829
C 4.007 0.215 -0.172
C -1.670 -1.773 -0.292
F -1.348 -4.125 -0.024
O -5.512 -1.152 -6.734
H -0.236 0.869 7.467
C -4.467 0.873 -6.546
O 0.391 -1.485 2.197
C -0.378 2.134 5.731
O -3.352 -1.845 -3.252
H -0.486 -0.049 5.953
O -5.053 0.733 -7.824
O 1.948 -0.797 0.701
O 0.808 2.892 5.886
H -4.514 -0.665 -4.976
C -1.264 -3.101 -0.899
C 1.163 -0.669 1.806
F -1.398 2.768 6.354
Cl 6.240 0.959 -1.409
O -2.293 -1.117 -1.404
C -2.696 -2.057 -2.285
H -0.272 -3.108 -1.353
C 2.496 1.160 1.716
H 6.462 -0.083 1.579
F -3.239 1.434 -6.677
O -2.236 -3.279 -1.917
C -4.406 -0.556 -6.049
Cl 3.284 -0.059 -1.708
C 1.853 2.027 5.995
O 1.381 0.533 2.386
H -5.087 1.539 -5.943
H 3.681 -0.642 1.761
H -0.838 -1.187 0.076
H 3.129 1.631 2.465
H 6.685 1.629 1.206
H -0.612 2.055 4.668
O -6.578 -0.703 -8.668
H 2.118 1.899 1.008
```

Summary:
highest occupied orbital energy	-9.986	eV
LUMO	0.08	eV
DFT total energy	-73565.694	eV
SMILES string	C/C(Cl)=C(/Cl)[C@H]1COC(=O)O1.O=C1OC[C@@H](F)O1.O=C1OC[C@@H](F)O1.O=C1OC[C@@H](F)O1
molar mass	515.17	g mol⁻¹